Entry 1:
The following is a DFT calculation (wB97M-V/def2-TZVPD) of a structure of composition Br4O3P.

Geometry (Å):
O -1.264 -0.158 -0.079
O 0.449 0.241 -1.818
O 1.177 -0.948 0.182
P 0.248 0.255 -0.288
Br -2.069 -0.515 1.508
Br -0.784 -0.180 -3.132
Br 1.515 -1.386 1.903
Br 0.728 2.691 1.723

Calculated values
⟨S²⟩: 2.01
Spin multiplicity: 3
Total charge: +1
Frontier orbital gap (alpha / beta) (eV): 6.484 / 3.051
Energy (a.u.): -10862.60077

Entry 2:
The following is a DFT calculation (wB97M-V/def2-TZVPD) of a structure of composition C26H33FeO5.

Geometry (Å):
O 2.247 -2.374 0.115
C 1.365 -3.492 0.562
C 2.061 -4.522 -0.301
H 0.321 -3.299 0.315
H 1.497 -3.682 1.636
C 3.121 -3.415 -0.477
H 1.532 -4.762 -1.228
H 2.411 -5.413 0.211
C 3.513 -3.233 -1.930
H 2.705 -3.533 -2.610
H 4.339 -3.919 -2.155
H 3.830 -2.215 -2.171
C 4.281 -3.659 0.476
H 3.910 -4.041 1.433
H 4.832 -2.740 0.688
H 4.995 -4.395 0.100
Fe 1.323 0.157 0.947
C 0.984 2.006 2.821
C -0.322 1.495 2.987
C -0.244 0.077 3.025
H -1.222 2.102 3.031
C 1.150 -0.315 3.000
C 1.925 0.927 2.925
H 3.004 1.019 3.076
H 1.209 3.065 2.701
H -1.094 -0.609 3.010
H 1.544 -1.303 3.198
C 1.211 2.686 0.154
C 2.449 2.030 0.434
C 2.648 1.011 -0.578
H 3.195 2.308 1.177
C 1.490 1.047 -1.427
C 0.630 2.097 -0.988
H -0.269 2.436 -1.502
H 0.763 3.514 0.696
H 3.573 0.468 -0.764
H 1.328 0.447 -2.311
O -0.062 -3.073 -2.701
C 0.366 -1.744 -2.268
C -0.360 -1.312 -0.981
H 0.205 -0.981 -3.041
H 1.458 -1.808 -2.135
C -1.424 -2.411 -0.762
H -0.871 -0.353 -1.134
H 0.359 -1.247 -0.131
C -1.190 -3.479 -1.855
H -2.415 -1.960 -0.880
H -1.385 -2.799 0.263
H -2.082 -3.519 -2.494
H -0.991 -4.486 -1.440
O -4.427 1.844 -0.676
C -4.604 3.088 -0.457
C -5.809 3.776 -0.847
C -5.981 5.125 -0.607
C -4.987 5.872 0.043
C -3.810 5.239 0.454
C -3.582 3.892 0.211
C -2.302 3.267 0.667
O -1.461 3.899 1.277
O -2.158 1.967 0.358
H -3.058 1.692 -0.094
H -6.583 3.193 -1.340
H -6.904 5.610 -0.919
H -5.133 6.938 0.231
H -3.040 5.797 0.980

Calculated values
⟨S²⟩: 6.03
Spin multiplicity: 5
Total charge: -1
Frontier orbital gap (alpha / beta) (eV): 6.159 / 6.157
Energy (a.u.): -2650.35648

Entry 3:
The following is a DFT calculation (wB97M-V/def2-TZVPD) of a structure of composition C35H51BFeN12OS.

Geometry (Å):
Fe -0.621 -0.201 0.346
C 0.034 -0.282 4.478
C 0.451 -0.229 3.150
N -0.609 -0.198 2.338
N -1.707 -0.223 3.117
C -1.345 -0.276 4.414
B -3.090 -0.258 2.425
N -3.159 0.981 1.489
C -4.084 1.956 1.428
C -3.663 2.898 0.510
C -2.436 2.413 0.051
N -2.142 1.261 0.653
N -3.077 -1.534 1.551
C -3.787 -2.674 1.640
C -3.316 -3.556 0.689
C -2.285 -2.862 0.054
N -2.146 -1.648 0.584
N -4.271 -0.245 3.361
C -5.575 -0.429 2.990
C -6.363 -0.123 4.061
C -5.448 0.261 5.068
N -4.202 0.197 4.641
H 0.649 -0.312 5.361
H 1.453 -0.159 2.751
H -2.090 -0.288 5.189
H -4.974 1.937 2.038
H -4.162 3.809 0.227
H -1.761 2.842 -0.677
H -4.568 -2.794 2.373
H -3.660 -4.557 0.493
H -1.649 -3.183 -0.758
H -5.840 -0.750 1.993
H -7.438 -0.163 4.124
H -5.660 0.571 6.080
C 1.435 4.399 0.647
C 1.417 3.701 -0.549
C 0.923 2.411 -0.555
N 0.480 1.783 0.542
C 0.498 2.467 1.689
C 0.957 3.770 1.782
H 1.805 5.416 0.691
H 1.778 4.143 -1.469
H 0.866 1.860 -1.481
H 0.124 1.966 2.567
H 0.933 4.275 2.738
C -3.007 0.432 -6.088
C -2.982 0.304 -4.586
C -4.196 0.298 -3.839
C -4.246 0.133 -2.450
C -5.558 0.091 -1.711
C -3.059 -0.004 -1.782
C -1.776 -0.008 -2.474
C -1.809 0.156 -3.923
N -0.688 -0.211 -1.781
C 0.575 -0.561 -2.500
C 0.344 -1.916 -3.208
C 1.043 0.539 -3.502
C 1.691 -0.772 -1.482
H -3.979 0.768 -6.445
H -2.797 -0.534 -6.550
H -2.250 1.135 -6.434
H -5.131 0.420 -4.381
H -6.342 -0.350 -2.327
H -5.873 1.100 -1.440
H -5.461 -0.491 -0.795
H -3.062 -0.178 -0.726
H -0.901 0.170 -4.503
H -0.506 -1.894 -3.890
H 0.161 -2.696 -2.467
H 1.242 -2.175 -3.768
H 1.051 0.166 -4.527
H 2.059 0.841 -3.258
H 0.416 1.431 -3.474
H 1.454 -1.572 -0.789
H 1.903 0.126 -0.903
H 2.602 -1.052 -2.012
C 7.815 1.881 1.120
C 6.982 1.408 -0.065
N 5.629 0.992 0.330
C 5.175 -0.134 0.907
S 3.546 -0.156 1.449
N 5.910 -1.243 1.086
C 7.241 -1.628 0.605
C 7.218 -2.131 -0.833
H 8.803 2.202 0.787
H 7.938 1.086 1.857
H 7.331 2.726 1.611
H 7.471 0.604 -0.600
H 6.847 2.224 -0.773
H 4.961 1.740 0.407
H 5.364 -1.990 1.481
H 7.588 -2.414 1.272
H 7.928 -0.799 0.714
H 6.616 -3.037 -0.915
H 8.230 -2.362 -1.170
H 6.796 -1.379 -1.504
C 0.831 -3.583 0.689
O 0.612 -2.207 1.030
H 0.188 -4.236 1.279
H 1.875 -3.854 0.848
H 0.596 -3.709 -0.367
H 0.916 -2.071 1.934

Calculated values
Total charge: +2
Frontier orbital gap (alpha / beta) (eV): 3.471 / 3.471
Energy (a.u.): -3782.91470

Entry 4:
The following is a DFT calculation (wB97M-V/def2-TZVPD) of a structure of composition C6H12O3.

Geometry (Å):
C -0.390 -0.200 0.310
C -1.316 1.077 -0.938
C -0.237 0.268 1.757
C -1.245 -1.467 0.273
C 0.911 -0.280 -0.370
C 1.279 -1.220 -1.282
O 1.559 0.972 -0.403
O 2.998 0.759 -0.334
O -1.371 2.319 -0.365
H 3.124 1.011 0.596
H -0.459 2.559 -0.088
H -0.544 0.889 -1.675
H -2.252 0.796 -1.420
H 0.252 -0.500 2.372
H 0.396 1.153 1.851
H -1.209 0.503 2.204
H -1.451 -1.791 -0.753
H -0.759 -2.317 0.769
H -2.206 -1.293 0.767
H 0.824 -2.200 -1.304
H 2.098 -1.038 -1.966

Calculated values
Frontier orbital gap (eV): 9.154
Energy (a.u.): -461.34337

Entry 5:
The following is a DFT calculation (wB97M-V/def2-TZVPD) of a cluster of 2 separate species, CH6N2O in total.

Geometry (Å):
N -1.465 -0.355 1.459
O -2.243 -0.121 2.339
H -1.750 -0.923 0.664
C 1.072 -0.186 -0.291
N 0.156 0.607 -0.982
H 0.837 -0.076 0.696
H 0.961 -1.132 -0.662
H 2.164 -0.052 -0.552
H 0.404 0.736 -2.029
H -0.136 1.503 -0.642

Calculated values
SMILES: N=O.CN
Frontier orbital gap (eV): 8.756
Energy (a.u.): -226.30781

Entry 6:
The following is a DFT calculation (wB97M-V/def2-TZVPD) of a cluster of 2 separate species, C4H2Cl2F2 in total.

Geometry (Å):
Cl 1.415 0.913 -2.478
C -0.176 0.683 -2.210
C -1.260 0.278 -1.874
Cl -2.744 -0.207 -1.434
F 1.824 -0.735 0.337
C 0.535 -0.656 0.802
C 0.307 0.193 1.730
F -0.841 0.216 2.493
H -0.113 -1.393 0.399
H 1.052 0.708 2.234

Calculated values
SMILES: ClC#CCl.F/C=C/F
Frontier orbital gap (eV): 10.424
Energy (a.u.): -1273.58713

Entry 7:
The following is a DFT calculation (wB97M-V/def2-TZVPD) of a structure of composition C3H9N2O.

Geometry (Å):
C -0.271 0.529 1.203
C -1.465 -1.140 0.268
C 0.628 -0.566 0.457
N 1.943 -0.371 0.288
N -1.501 0.278 0.534
O -0.060 -1.375 -0.173
H -0.446 0.153 2.174
H 0.098 1.593 1.181
H -1.572 -1.870 1.160
H -2.220 -1.281 -0.495
H 1.132 -1.075 -2.604
H 2.286 0.362 0.755
H 2.273 -0.967 -0.439
H 1.708 -0.525 -2.668
H -1.630 0.605 -0.349

Calculated values
Total charge: +1
Frontier orbital gap (eV): 11.296
Energy (a.u.): -304.12979

Entry 8:
The following is a DFT calculation (wB97M-V/def2-TZVPD) of the molecule C3H4OS.

Geometry (Å):
C 0.452 1.026 0.417
C -0.599 0.027 0.058
S -2.071 -0.023 0.740
C -0.151 -1.261 -0.731
O 0.835 -1.273 -1.396
H -0.008 1.982 0.812
H 1.073 1.298 -0.446
H 1.116 0.559 1.178
H -0.645 -2.335 -0.633

Calculated values
SMILES: CC(=S)C=O
Frontier orbital gap (eV): 8.014
Energy (a.u.): -590.08619

Entry 9:
The following is a DFT calculation (wB97M-V/def2-TZVPD) of the molecule C3H4N2O3.

Geometry (Å):
O 3.160 -0.632 -0.057
C 2.210 0.438 -0.125
N 0.813 0.184 -0.035
N 0.219 -0.963 0.106
C -1.182 -0.801 0.027
O -2.092 -1.674 -0.211
C -1.788 0.520 0.073
O -1.399 1.759 -0.021
H 2.187 1.727 -0.342
H 0.243 1.129 0.216
H 0.570 -1.952 0.608
H -2.942 0.264 -0.241

Calculated values
SMILES: O=CNNC(=O)C=O
Frontier orbital gap (eV): 7.385
Energy (a.u.): -451.74088

Entry 10:
The following is a DFT calculation (wB97M-V/def2-TZVPD) of the molecule C4H7NO2.

Geometry (Å):
C -1.982 -0.886 0.179
C -0.526 -0.647 0.046
O 0.309 -1.523 0.257
C -0.048 0.805 -0.048
N 1.330 0.790 0.353
C 2.247 0.382 -0.563
O 3.342 -0.009 -0.206
H -2.230 -0.133 0.927
H -2.169 -1.878 0.587
H -2.594 -0.717 -0.711
H -0.576 1.492 0.615
H -0.284 1.257 -1.035
H 1.535 0.454 1.301
H 1.644 0.613 -1.702

Calculated values
SMILES: CC(=O)CNC=O
Frontier orbital gap (eV): 10.433
Energy (a.u.): -361.81795

Entry 11:
The following is a DFT calculation (wB97M-V/def2-TZVPD) of a cluster of 3 separate species, C3H13NO3 in total.

Geometry (Å):
N 2.023 -1.614 -0.506
C 0.581 -1.360 -0.410
C 0.288 -0.028 -1.057
C -1.156 0.336 -1.276
O -1.284 1.776 -1.417
H 2.502 -0.745 -0.712
H 2.420 -1.980 0.346
H 0.252 -1.411 0.622
H 0.054 -2.177 -0.918
H 0.811 0.756 -0.497
H 0.854 0.044 -1.991
H -1.452 0.054 -2.284
H -1.870 -0.034 -0.546
H -1.134 2.001 -2.337
O -0.283 3.851 0.262
H -1.083 4.331 0.495
H -0.605 2.955 0.069
O -0.196 -2.589 4.250
H 0.249 -1.734 4.211
H -0.970 -2.431 3.696

Calculated values
SMILES: NCCCO.O.O
Frontier orbital gap (eV): 9.918
Energy (a.u.): -402.54082

Entry 12:
The following is a DFT calculation (wB97M-V/def2-TZVPD) of the ion C5H11N2 with charge +1.

Geometry (Å):
C -1.790 0.823 -1.122
N -0.666 0.134 -1.146
C -0.414 -0.384 0.076
C -1.397 -1.436 0.580
C 0.491 0.356 1.053
C 1.752 0.760 0.045
N 2.229 -0.433 -0.593
H -1.875 1.885 -0.881
H -2.723 0.396 -1.554
H -1.738 -1.267 1.620
H -1.112 -2.477 0.565
H -2.293 -1.183 -0.006
H 0.047 1.265 1.489
H 0.776 -0.310 1.867
H 1.303 1.516 -0.596
H 2.394 1.255 0.764
H 1.781 -0.452 -1.499
H 3.235 -0.449 -0.661

Calculated values
SMILES: C=[N+]=C(C)CCN
Total charge: +1
Frontier orbital gap (eV): 7.085
Energy (a.u.): -306.19030

Entry 13:
The following is a DFT calculation (wB97M-V/def2-TZVPD) of a cluster of 2 separate species, C34H42NO4 in total.

Geometry (Å):
C -3.481 -5.073 -3.449
O -2.046 -5.006 -3.592
C -1.361 -4.043 -2.922
C 0.047 -4.051 -3.083
C 0.818 -3.119 -2.440
C 0.239 -2.159 -1.564
C 1.056 -1.199 -0.883
C 1.002 -1.013 0.514
C 1.925 -0.124 1.156
C 1.983 0.030 2.510
C 3.063 0.900 3.198
C 2.414 2.164 3.769
C 4.159 1.320 2.217
C 3.736 0.134 4.343
C 0.918 -0.579 3.334
O 0.782 -0.262 4.541
C -0.013 -1.525 2.698
C -1.128 -2.195 3.535
C -0.529 -2.981 4.705
C -1.969 -3.163 2.699
C -2.063 -1.117 4.094
C 0.107 -1.748 1.356
C -1.175 -2.167 -1.409
C -1.973 -3.069 -2.093
H -3.763 -5.919 -4.075
H -3.768 -5.259 -2.404
H -3.960 -4.153 -3.813
H 0.484 -4.813 -3.726
H 1.903 -3.120 -2.559
H 1.943 -0.816 -1.389
H 2.614 0.416 0.501
H 1.662 1.888 4.513
H 3.175 2.796 4.241
H 1.929 2.735 2.970
H 4.643 0.440 1.776
H 3.764 1.955 1.415
H 4.927 1.895 2.750
H 4.197 -0.782 3.957
H 4.518 0.757 4.796
H 2.999 -0.127 5.106
H 0.033 -2.306 5.355
H -1.333 -3.455 5.282
H 0.141 -3.761 4.326
H -2.456 -2.652 1.858
H -1.358 -3.991 2.318
H -2.761 -3.598 3.324
H -2.499 -0.533 3.275
H -2.875 -1.586 4.663
H -1.502 -0.445 4.749
H -0.505 -2.520 0.893
H -1.641 -1.424 -0.756
H -3.062 -3.040 -1.981
C 2.682 5.168 -1.578
C 2.913 3.873 -2.305
O 1.824 2.973 -1.899
C 1.969 1.670 -2.206
C 0.710 1.011 -2.715
C 0.864 0.055 -3.833
N -0.393 1.554 -2.298
C -1.636 1.361 -2.654
C -2.649 2.362 -2.404
C -3.995 2.176 -2.815
C -4.931 3.185 -2.609
C -4.549 4.391 -2.001
C -3.221 4.582 -1.593
C -2.275 3.577 -1.792
O 2.998 1.022 -2.057
H 3.403 5.915 -1.911
H 1.679 5.561 -1.770
H 2.805 5.045 -0.499
H 2.833 4.014 -3.391
H 3.881 3.421 -2.055
H 1.821 -0.462 -3.711
H 0.041 -0.670 -3.835
H 0.869 0.571 -4.811
H -1.935 0.433 -3.173
H -4.266 1.236 -3.299
H -5.964 3.037 -2.925
H -5.286 5.179 -1.847
H -2.917 5.515 -1.120
H -1.232 3.704 -1.498

Calculated values
Total charge: -1
Frontier orbital gap (eV): 4.507
Energy (a.u.): -1676.48840

Entry 14:
The following is a DFT calculation (wB97M-V/def2-TZVPD) of a structure of composition C22H17Co2NO8.

Geometry (Å):
C 2.747 -4.434 2.293
C 2.153 -3.056 2.034
C 2.538 -2.113 3.171
C 2.651 -2.500 0.693
C 1.906 -1.227 0.212
O 2.527 -0.446 -0.538
N 0.637 -0.994 0.598
C -0.007 -1.775 1.501
O -1.087 -1.432 2.011
C 0.627 -3.130 1.909
H 2.500 -5.138 1.497
H 3.835 -4.390 2.368
H 2.381 -4.853 3.231
H 2.120 -1.119 2.995
H 2.146 -2.501 4.116
H 3.627 -2.037 3.236
H 3.725 -2.288 0.743
H 2.496 -3.269 -0.078
H 0.393 -3.865 1.126
H 0.191 -3.489 2.848
O 1.555 2.534 -3.727
C 0.416 2.353 -3.788
Co -1.279 1.908 -3.623
C -1.923 3.423 -3.015
O -2.377 4.353 -2.489
C -1.873 1.884 -5.301
O -2.267 1.729 -6.370
C -1.633 0.017 -2.774
C -1.177 0.919 -1.833
C -0.081 1.212 -1.091
C -0.043 2.001 0.095
C 1.198 2.512 0.529
C 1.290 3.351 1.631
C 0.123 3.663 2.361
C -1.109 3.100 1.993
C -1.173 2.263 0.883
Co -3.288 0.321 -2.019
C -4.255 0.412 -3.454
O -4.876 0.480 -4.432
C -3.439 -1.203 -1.248
O -3.442 -2.243 -0.745
C -4.053 1.512 -0.972
O -4.501 2.315 -0.263
H -1.179 -0.902 -3.139
H 0.864 0.834 -1.452
H 2.058 2.182 -0.051
H 2.272 3.749 1.923
H 0.197 4.307 3.238
H -2.018 3.310 2.569
H -2.090 1.759 0.600

Calculated values
Total charge: -2
Frontier orbital gap (eV): 5.037
Energy (a.u.): -4270.71313

Entry 15:
The following is a DFT calculation (wB97M-V/def2-TZVPD) of a cluster of 2 separate species, C3H10N in total.

Geometry (Å):
C 0.489 2.921 -1.466
H 1.244 2.449 -0.732
H 0.709 3.971 -1.766
H -0.530 2.776 -1.118
H 0.642 2.220 -2.353
C -0.998 -1.993 0.066
C 0.270 -0.998 1.807
N 0.276 -1.881 0.855
H -0.871 -2.459 -0.909
H -1.517 -1.073 -0.219
H -1.624 -2.510 0.677
H -0.238 0.071 1.895
H 0.995 -1.142 2.601
H 1.153 -2.351 0.663

Calculated values
Total charge: +1
Frontier orbital gap (eV): 9.206
Energy (a.u.): -174.71312

Entry 16:
The following is a DFT calculation (wB97M-V/def2-TZVPD) of the molecule C3H3F3O.

Geometry (Å):
C 0.700 -0.337 1.086
C 0.434 0.465 -0.823
C -0.958 -0.079 -0.274
O -0.697 -0.497 1.025
F 0.642 1.753 -1.064
F -1.480 -1.081 -1.015
F -1.856 0.920 -0.277
H 1.194 -1.222 1.031
H 1.213 0.398 1.811
H 0.808 -0.320 -1.500

Calculated values
Frontier orbital gap (eV): 10.747
Energy (a.u.): -490.84394

Entry 17:
The following is a DFT calculation (wB97M-V/def2-TZVPD) of a cluster of 2 separate species, C4H12 in total.

Geometry (Å):
C 0.583 1.438 1.521
C -0.066 2.401 0.543
H 0.532 1.705 2.583
H -0.155 0.567 1.519
H 1.588 1.231 1.168
H -1.153 2.428 0.570
H 0.230 2.182 -0.485
H 0.325 3.407 0.796
C -0.520 -1.272 -0.759
C 0.016 -2.570 -1.310
H -1.600 -1.205 -0.727
H -0.014 -1.199 0.271
H -0.030 -0.391 -1.191
H 1.093 -2.674 -1.239
H -0.216 -2.429 -2.397
H -0.503 -3.446 -0.933

Calculated values
⟨S²⟩: 0.75
Spin multiplicity: 2
Total charge: +1
Frontier orbital gap (alpha / beta) (eV): 13.848 / 4.301
Energy (a.u.): -159.15886

Entry 18:
The following is a DFT calculation (wB97M-V/def2-TZVPD) of a cluster of 2 separate species, CH2NO3S2 in total.

Geometry (Å):
C 1.882 0.338 -0.341
N 0.609 -0.170 -0.079
O 2.415 0.708 -1.381
O -3.208 0.961 -0.425
O -2.646 -1.121 0.588
S 2.646 0.180 1.225
S -2.389 0.283 0.551
H 0.474 -0.679 0.787
H 0.217 -0.501 -0.924

Calculated values
Total charge: -1
Frontier orbital gap (eV): 4.858
Energy (a.u.): -1116.21422